(1)
C20H36N4O3SSi3Y | ωB97M-V with the def2-TZVPD basis set

E_tot	-2533.46286	a.u.
energy relative to the best compared isomer or geometry (same formula, charge and spin)	13.52	kJ/mol
charge	+1
LUMO energy	-3.1	eV
HOMO level	-11.0	eV

The geometry in XYZ format:
```
68
Properties=species:S:1:pos:R:3:nbo_charge:R:1
Y -0.05153 -0.36917 0.80831 2.162
S -2.94034 -1.11852 0.27735 2.337
Si 0.47439 2.21305 2.61004 1.722
Si 0.55685 2.72327 -0.56347 1.737
Si 2.70731 1.05210 0.86589 2.016
O -2.29289 0.23833 0.31098 -1.043
O 2.27473 -0.64335 1.00397 -0.992
O -4.18542 -1.27803 0.94483 -0.875
N 0.13676 -3.10401 0.54454 -0.571
N -1.98071 -4.14869 0.15789 -0.456
N -1.70022 -1.90594 0.90622 -1.116
N -3.50698 -2.91159 -5.29391 -0.771
C -1.32784 -5.26136 -0.17808 0.130
C 1.57764 4.26982 -0.81387 -1.127
C -4.32898 -2.82391 -3.03831 -0.275
C 0.68747 1.55929 -2.07498 -1.103
C -3.38897 -2.46134 -4.01400 0.222
C -1.21154 -3.13797 0.51661 0.568
C 1.03287 1.72558 0.91562 -2.164
C 3.87061 1.47243 2.25459 -1.179
C 3.67768 1.14241 -0.72441 -1.173
C 0.76160 -4.23796 0.22468 0.113
C 0.05618 -5.36913 -0.14074 -0.327
C -1.37505 2.50009 2.71033 -1.125
C -4.19251 -2.39108 -1.73837 -0.123
C -2.18331 -1.20450 -2.34449 -0.166
C -2.30965 -1.63906 -3.64422 -0.265
C 0.67730 0.62898 3.65996 -1.106
C -3.11662 -1.58047 -1.38166 -0.384
C 3.21255 -1.72000 1.06706 -0.229
C 1.27190 3.73968 3.31433 -1.126
C -1.21539 3.32275 -0.55811 -1.129
H 1.65710 0.15171 3.61940 0.243
H -1.96229 2.57991 -0.27809 0.254
H 4.75994 0.83721 2.22999 0.249
H 4.71702 0.86476 -0.52971 0.252
H 1.30890 4.78372 -1.73993 0.248
H 0.43601 0.81395 4.70944 0.279
H -1.58959 -1.32916 -4.39094 0.221
H -0.07380 -0.15100 3.40157 0.188
H -1.37096 -0.52126 -2.11985 0.209
H 4.22819 -1.33403 1.15468 0.198
H 1.02568 4.57882 2.65828 0.248
H -4.91771 -2.67593 -0.98920 0.253
H 4.21780 2.49816 2.09553 0.261
H -0.20982 1.61740 -2.69497 0.248
H 3.44484 1.41964 3.25533 0.247
H -1.66941 3.45419 2.27286 0.252
H 2.35845 3.67868 3.38335 0.242
H 0.55923 -6.28900 -0.39645 0.246
H -4.35978 -3.35230 -5.58857 0.400
H 3.29124 0.46668 -1.48955 0.244
H -1.33902 4.18697 0.09781 0.240
H 0.88086 3.97203 4.30728 0.251
H 1.84425 -4.23051 0.25728 0.208
H -1.44768 3.65988 -1.57313 0.244
H 1.54019 1.80789 -2.71197 0.260
H 3.69494 2.14532 -1.15289 0.258
H 0.84576 0.49047 -1.83918 0.181
H -1.94028 -6.10302 -0.48039 0.217
H -1.65633 2.52380 3.76779 0.248
H -5.17073 -3.44788 -3.31032 0.226
H 2.65546 4.09915 -0.83167 0.231
H 3.14628 -2.32023 0.15960 0.186
H 2.99756 -2.33993 1.93676 0.199
H -2.93781 -2.51625 -6.02010 0.398
H -2.00201 1.74071 2.23502 0.246
H 1.36964 4.95773 0.01035 0.243
```


(2)
C3H3CdO4 | ωB97M-V with the def2-TZVPD basis set

E_tot	-584.41633	a.u.
energy relative to the best compared isomer or geometry (same formula, charge and spin)	0.00	kJ/mol
charge	+1
LUMO energy	-8.4	eV
HOMO level	-14.2	eV

The geometry in XYZ format:
```
11
Properties=species:S:1:pos:R:3:nbo_charge:R:1
Cd 0.04290 -1.74307 -1.04923 1.752
O 1.29437 -0.10025 2.04627 -0.506
O -1.42413 -0.48783 -1.42577 -0.843
O 0.24527 0.42298 -0.41067 -0.647
O -1.67854 0.13940 0.67980 -0.526
C -1.14871 0.23116 -0.41312 0.907
C 1.29816 1.04517 1.67568 0.421
C 0.73402 1.50208 0.35639 -0.192
H -0.07417 2.21912 0.56496 0.248
H 1.69483 1.86267 2.31590 0.150
H 1.53486 1.95959 -0.24118 0.236
```


(3)
C22H19N6O2PdS3 | ωB97M-V with the def2-TZVPD basis set

E_tot	-2651.06284	a.u.
energy relative to the best compared isomer or geometry (same formula, charge and spin)	37.85	kJ/mol
charge	+1
LUMO energy	-3.0	eV
HOMO level	-10.7	eV

The geometry in XYZ format:
```
53
Properties=species:S:1:pos:R:3:nbo_charge:R:1
Pd 0.76387 -1.21834 -0.20186 0.770
S 0.28453 0.95275 1.10107 2.291
S -0.60026 -2.50319 -1.54534 -0.087
S 4.02539 -4.36211 0.09208 0.491
O 1.59888 0.23086 1.11289 -0.941
O -0.65810 0.57131 2.11045 -0.922
N -3.09671 -2.06237 -2.19507 -0.471
N 1.32152 6.71784 1.19004 -0.771
N 1.97425 -2.83731 0.14025 -0.482
N -0.29731 0.47760 -0.35874 -0.882
N -0.72735 2.47061 -1.49163 -0.470
N 0.68823 0.81389 -2.44355 -0.489
C 2.69842 -4.82921 1.10323 -0.250
C -0.08876 4.85406 1.74426 -0.280
C -4.86084 -1.16478 -0.93629 -0.263
C -0.54010 3.22772 -2.56577 0.096
C 1.41313 -6.08464 2.65166 -0.190
C -0.32842 3.50117 1.73027 -0.098
C -4.40402 -1.72732 -2.08743 0.062
C 0.83503 1.58110 -3.52280 0.091
C 1.67602 -3.88532 1.00673 0.178
C 0.38471 -5.13460 2.56131 -0.181
C 1.09834 5.37345 1.20122 0.230
C 0.24268 2.82426 -3.63605 -0.324
C 1.79975 3.13771 0.63206 -0.069
C -2.17853 -1.90072 -1.21440 0.106
C 0.61648 2.64069 1.17732 -0.475
C -2.63000 -1.31792 -0.02002 -0.247
C 2.57811 -5.94573 1.92958 -0.199
C -3.94688 -0.95707 0.10967 -0.089
C -0.08952 1.30055 -1.47807 0.523
C 2.03959 4.49116 0.64367 -0.300
C 0.50175 -4.03306 1.74487 -0.225
C 3.15373 -2.97570 -0.38488 -0.090
H -2.75900 -2.46218 -3.06188 0.438
H -5.89987 -0.88961 -0.84242 0.249
H -1.04755 4.18608 -2.56774 0.206
H 1.29138 -6.93953 3.30252 0.231
H -5.02039 -1.92793 -2.95065 0.236
H -0.81463 5.52974 2.17847 0.222
H 0.38020 3.44252 -4.51032 0.236
H -1.23980 3.09712 2.14932 0.243
H 2.24007 7.06289 0.97686 0.397
H 2.96025 4.88368 0.23104 0.221
H 1.46044 1.18219 -4.31360 0.205
H -0.28179 -3.29094 1.66801 0.231
H 3.56831 -2.26467 -1.08461 0.246
H -4.28556 -0.51098 1.03537 0.241
H -1.92433 -1.15135 0.77922 0.267
H -0.51374 -5.27140 3.14741 0.227
H 0.73974 7.31833 1.74611 0.398
H 2.52638 2.45443 0.21320 0.231
H 3.37227 -6.67573 2.00293 0.235
```


(4)
C5H10NO | ωB97M-V with the def2-TZVPD basis set

E_tot	-326.14496	a.u.
energy relative to the best compared isomer or geometry (same formula, charge and spin)	359.30	kJ/mol
charge	+1
structure (SMILES)	C[NH+]=C=CCOC
LUMO energy	-4.3	eV
HOMO level	-14.3	eV

The geometry in XYZ format:
```
17
Properties=species:S:1:pos:R:3:nbo_charge:R:1
O -2.47379 0.55680 -0.30411 -0.467
N 2.52379 -0.40522 0.23782 -0.477
C 3.45300 0.53839 -0.34729 -0.424
C 0.01117 -0.28658 -0.12269 -0.339
C 1.27910 -0.43452 0.00612 0.407
C -3.37798 -0.52887 -0.16052 -0.265
C -1.46799 0.66737 0.53345 0.103
H 2.98045 1.08228 -1.16125 0.239
H -1.05436 1.67126 0.52655 0.219
H 3.77517 1.25317 0.41516 0.236
H -4.27831 -0.24265 -0.70445 0.228
H -0.49011 -0.86444 -0.88522 0.277
H -2.97208 -1.43957 -0.60868 0.188
H -1.56169 0.21519 1.52102 0.201
H 4.33728 0.01504 -0.71137 0.239
H 2.93303 -1.08690 0.87608 0.440
H -3.61669 -0.71076 0.88938 0.193
```


Q: Among the records above, which one has the lowest energy relative to the best compared isomer or geometry (same formula, charge and spin)?
A: C3H3CdO4


Q: The highest LUMO energy belongs to which entry?
A: C22H19N6O2PdS3


Q: What is the formula in the fourth record?
A: C5H10NO


Q: Which of these has the highest LUMO energy?
A: C22H19N6O2PdS3